A 5-piece molecular cluster, C26H54BBrFN2O11P2 overall at a distorted geometry, computed with ωB97M-V/def2-TZVPD.

Calculated values
* total charge: +1
* F_max: 0.0233 Eh/bohr
* calculated total energy: -145350.886 eV

Positions of all 98 atoms, in Å:
C -3.27 -0.24 -1.63
H -3.61 -4.69 4.12
C 2.15 -0.72 1.31
H -3.83 5.42 -3.89
H -2.32 4.85 0.71
H -1.94 -4.13 5.66
C -4.79 5.23 -3.43
C 1.72 -1.97 0.87
C -2.29 2.73 0.42
O -2.85 -4.02 5.95
H 6.18 -6.41 -4.82
C -3.21 2.11 -0.62
H 1.01 0.72 -2.75
H -1.54 -0.84 -2.72
H -1.03 -2.41 0.14
H 1.75 2.08 -3.63
O 4.94 0.30 -2.52
C -1.56 4.70 3.13
H 0.19 0.71 1.79
H 1.84 -4.44 -0.21
H -5.45 6.08 -3.63
O -0.49 -1.77 4.68
H -0.70 4.47 2.50
H -1.36 2.98 -0.08
N -0.11 -2.46 2.55
H 7.33 -6.30 -6.17
H -0.33 4.90 4.89
H -0.10 3.31 -2.89
C 2.00 -2.38 -0.47
C 0.98 -2.92 1.80
H -0.38 -4.61 -0.42
C 2.71 -1.50 -1.29
H -2.84 2.98 2.99
C -3.66 -4.92 5.19
P 1.83 -0.06 3.04
H -4.09 1.65 -0.16
O -0.18 2.35 -2.87
C -2.48 -1.30 -2.42
C -0.81 -2.54 -0.92
H -5.23 4.33 -3.86
H 3.77 0.86 3.25
C 5.02 2.63 -0.68
C -0.03 -3.83 -1.10
C -2.19 -2.58 -1.62
O 1.60 -2.42 -3.56
H 7.81 -5.72 -4.56
H -3.35 -5.96 5.35
H -0.28 -1.69 -1.34
H 5.61 1.92 -0.11
H 4.68 3.41 -0.01
C -2.50 1.08 -1.51
H -1.72 5.78 3.09
O 0.49 0.80 2.70
H 1.65 -3.34 -3.85
H -2.40 1.50 -2.50
C 1.52 -3.72 -0.95
C -1.22 4.35 4.58
O -4.56 5.08 -2.03
H -4.22 -0.03 -2.12
O 2.88 1.19 3.05
H -0.83 2.34 3.85
H -0.22 -4.21 -2.10
H -2.04 4.67 5.23
C 2.89 0.06 0.45
H 3.25 1.03 0.77
H -3.59 2.91 -1.26
O 1.35 -4.05 1.88
C 1.13 1.81 -2.77
H -2.98 -2.66 -0.87
H -2.09 1.99 1.20
H -5.41 4.92 -1.61
H 5.55 -0.39 -2.25
H -3.68 4.51 3.02
H -0.06 2.67 5.38
H 1.63 2.14 -1.86
P 3.04 -1.81 -3.14
F 0.29 -3.80 4.37
H 5.66 3.02 -1.47
H -0.36 -1.49 2.37
Br 4.44 -3.53 -2.93
N 3.18 -0.31 -0.81
H -3.00 -1.56 -3.34
B 4.04 0.70 -1.59
C -0.97 2.85 4.80
C -2.88 3.99 1.08
O 3.85 2.00 -1.26
C 6.98 -5.80 -5.27
O 6.49 -4.52 -5.66
C -0.12 -2.61 3.95
H -3.91 4.14 0.75
H -3.50 -0.59 -0.62
H -1.81 2.38 5.30
H -2.27 -3.44 -2.28
H 2.00 -4.02 -1.87
H 6.17 -4.06 -4.87
H -4.68 -4.80 5.53
C -2.81 4.00 2.61
H -1.49 0.88 -1.15



A 4-piece molecular cluster, C37H61IN4O5P overall at a distorted geometry, computed with ωB97M-V/def2-TZVPD.

Calculated values
* spin multiplicity: 4
* F_max: 0.0590 Eh/bohr
* calculated total energy: -72938.225 eV

Positions of all 109 atoms, in Å:
H 1.06 -6.58 -2.31
H 2.02 -4.65 -6.03
N -10.00 -2.28 -0.53
H -1.04 -2.69 -5.16
C -0.35 1.81 -2.08
H -1.96 -4.02 -4.45
C 1.91 -4.72 -3.02
H 3.03 -3.32 -4.29
H 0.65 4.53 8.68
C 1.71 4.62 8.44
H 0.96 -7.82 -4.34
C -5.89 -0.74 1.71
H 4.26 1.00 0.16
H 3.64 3.55 -1.52
C -1.17 -3.77 -5.16
C 3.47 1.66 0.50
H 0.57 -4.37 -6.96
H 0.99 -1.23 -2.87
C 2.46 1.98 -0.60
C 0.15 -4.47 -4.84
O -2.93 -0.47 1.76
H -10.72 -2.52 0.13
H 1.09 1.52 -4.29
H 3.75 2.80 5.11
H 3.50 -5.00 -4.53
H 1.97 3.52 0.89
H -0.10 2.86 -1.94
H 1.30 3.87 -0.68
H -0.97 1.50 -1.23
H -2.76 -3.34 -1.59
H 2.24 3.79 8.91
C -5.01 -1.06 0.71
H 0.13 5.72 6.56
H 3.81 5.10 5.80
H -0.36 -0.86 -1.79
C 1.19 -6.76 -4.43
H -0.14 4.40 4.26
H -2.06 -2.87 0.65
P -9.46 -0.82 -0.27
O -4.37 -1.33 -2.77
C -2.85 -2.28 0.19
H -5.53 -0.58 2.72
C 3.09 3.16 4.32
H 2.36 6.11 4.51
H 1.17 4.52 3.10
C 2.42 2.70 -3.08
H 1.54 6.75 6.73
O 2.43 -0.24 -1.05
C 2.19 -4.37 -1.55
H 3.96 2.58 0.84
H 4.10 1.93 -2.01
H -9.70 -0.05 -1.43
C 1.07 -4.11 -6.02
H 3.09 2.97 -3.90
C 3.24 2.57 -1.79
H 2.28 -3.29 -1.42
C 0.86 0.88 -2.24
O -0.21 -4.01 -2.65
C -7.67 -0.89 0.11
C -7.23 -0.66 1.39
H 0.70 6.63 4.38
H 1.42 -4.73 -0.88
C -0.07 -5.99 -4.82
H 2.98 1.21 1.36
C -3.25 -2.54 -1.05
C 1.62 3.28 4.81
H 4.02 -4.12 -3.11
C 1.74 -6.25 -3.10
H 3.18 2.44 3.51
H 1.70 3.51 -3.00
H -0.41 -6.32 -5.80
H -1.52 -4.07 -6.14
C 0.95 4.50 4.17
C -5.43 -1.31 -0.60
O 0.43 2.98 6.72
C -6.77 -1.21 -0.90
N 0.73 -3.98 -3.55
H 3.74 5.81 7.38
N 1.61 3.34 6.30
H 1.95 -6.68 -5.22
H -0.98 1.77 -2.97
H 1.33 1.13 4.72
H 4.06 4.09 7.21
H 2.70 -6.73 -2.90
C 1.72 1.38 -3.41
C 1.52 3.06 0.02
H 0.58 2.63 0.36
I -7.48 -1.55 -2.87
H 2.07 5.54 8.90
H 1.05 1.97 3.19
C 3.48 4.92 6.81
C 0.25 -0.47 -2.61
C -4.36 -1.69 -1.62
H -0.40 -0.36 -3.48
C 3.18 -4.27 -3.79
H -0.15 2.05 4.45
N 1.64 0.79 -0.98
C 1.20 5.80 6.31
H 3.49 4.10 3.94
H -0.87 -6.24 -4.12
C 0.92 2.04 4.27
H 1.28 -3.04 -6.04
H -10.18 -0.26 0.81
C 1.34 5.84 4.79
H -7.94 -0.43 2.17
H 3.13 -4.83 -1.24
C -3.52 -1.20 0.99
H 2.47 0.63 -3.67
C 1.97 4.64 6.93



C31H30CaF4N5PSSe2 as an isolated structure at a distorted geometry, computed with ωB97M-V/def2-TZVPD.

Calculated values
* energy relative to the best compared isomer or geometry (same formula, charge and spin): 83.0 kJ/mol
* F_max: 0.0475 Eh/bohr
* calculated total energy: -220213.174 eV

Positions of all 75 atoms, in Å:
C -1.88 3.75 3.84
C -3.47 -2.53 -1.40
H 1.88 1.37 -3.71
C 2.05 5.44 -0.51
H -4.04 -4.90 -3.08
H 0.09 -1.93 -4.09
H 3.51 2.79 1.87
H 1.46 -1.00 -4.85
F 2.59 -3.59 2.67
S -2.07 -2.20 -2.18
C -1.28 3.30 2.65
H 5.11 -4.29 1.84
N -3.82 -2.19 -0.12
H -0.97 1.42 -3.43
Ca 0.05 -1.04 -0.73
H -2.83 4.24 3.82
N 1.82 -2.04 -1.70
C -5.15 -2.61 0.09
H -1.72 3.80 6.02
C -0.54 0.62 -4.00
H -1.33 -0.08 -4.32
Se 1.77 0.27 1.55
C 4.82 -3.69 -0.18
N 0.44 -0.07 -3.17
N -4.48 -3.20 -1.92
H -3.55 0.57 3.51
P 0.67 2.04 1.14
H 0.33 2.56 6.06
H -0.12 -1.62 2.23
Se -0.98 1.78 -0.24
C 2.06 -2.00 -3.12
C -0.09 2.82 5.12
H -5.58 -2.44 1.06
C -1.15 -1.32 2.08
C 1.78 3.39 0.69
N -1.82 -1.85 1.02
C -0.08 2.64 2.69
H -4.02 -3.39 -3.95
C -4.48 -3.93 -3.17
F 6.07 -4.00 -0.50
H 0.30 4.24 -0.55
H -0.04 1.03 -4.88
H 3.05 -1.49 -3.25
C -3.01 -0.05 2.79
C -3.07 -1.47 0.88
C 1.31 4.35 -0.17
C -1.28 3.56 5.09
H 1.68 6.09 -1.28
H 4.81 4.72 1.38
H 2.24 -3.06 -3.53
H 1.31 1.68 3.98
F 4.54 -2.98 -2.41
H 4.00 6.48 -0.06
H -1.04 0.05 3.71
H -4.77 -0.29 1.53
C 1.44 0.92 -2.81
C 3.35 5.59 0.04
C 2.27 -3.05 0.44
C 4.41 -3.89 1.10
C 0.97 -1.25 -3.87
C -1.71 -0.45 2.99
F 1.02 -2.68 0.80
C 0.47 2.36 3.91
H -6.41 -3.82 -1.36
H 0.85 1.67 -2.25
C 3.98 -3.23 -1.21
C 2.67 -2.81 -0.90
C 3.07 3.51 1.21
C -3.73 -0.57 1.70
H -1.80 3.47 1.74
C 3.10 -3.49 1.42
H 2.28 0.62 -2.20
C -5.56 -3.23 -1.04
H -5.53 -4.07 -3.47
C 3.81 4.67 0.94